87
Properties=species:S:1:pos:R:3 method="wB97M-V/def2-TZVPD" largest_force_ev_per_a=4.38 orbital_gap_ev="3.57 / 4.62" e_lumo_ev="2.50 / 2.50" multiplicity=5 total_charge=-2 e_above_lowest_kj_mol=207.8 total_energy_ha=-8437.6883 s2=6.01
Cr -2.02656 16.24687 0.66221
Br -3.82464 17.95455 0.28198
C -0.11374 13.10969 2.13607
C 1.09172 12.53266 1.29447
C 2.28222 13.45619 1.19906
C 2.84909 13.86168 2.55205
P 4.66779 14.19571 2.66379
C 5.64781 12.95107 1.83581
C 7.21086 12.69230 2.00554
C 8.17696 13.55005 1.17318
C 8.48513 14.91992 1.82847
C 5.11292 14.42677 4.35724
C 4.60934 15.68497 5.19527
C 3.20365 15.45268 5.86685
C 2.75700 16.66186 6.65490
C 4.90634 15.78851 1.80161
C 4.78230 15.69371 0.23738
C 4.18042 17.00144 -0.36845
C 4.30595 17.10385 -1.90845
H -1.06585 12.60115 1.98444
H -0.32081 14.15411 1.90278
H 0.04568 13.12995 3.21415
H 0.59658 12.35562 0.33969
H 1.32793 11.52022 1.62199
H 2.05527 14.38787 0.68082
H 2.98755 12.90840 0.57414
H 2.60679 13.04723 3.23472
H 2.18442 14.66221 2.87681
H 5.43384 13.07522 0.77425
H 5.04169 12.12925 2.21701
H 7.36138 11.73204 1.51222
H 7.48483 12.56396 3.05272
H 7.82647 13.63790 0.14481
H 9.11297 13.00316 1.05968
H 9.45187 15.35893 1.58194
H 8.47459 14.80531 2.91238
H 7.78561 15.65876 1.43745
H 6.19924 14.51631 4.35673
H 4.91978 13.44961 4.79991
H 4.69034 16.60096 4.61002
H 5.21415 15.77602 6.09750
H 3.29443 14.68844 6.63873
H 2.37429 15.21202 5.20177
H 2.62250 17.53596 6.01773
H 3.53702 16.92726 7.36850
H 1.80685 16.58526 7.18352
H 5.77039 16.36712 2.12828
H 4.07677 16.42584 2.10777
H 4.07446 14.95184 -0.13234
H 5.74180 15.48741 -0.23685
H 4.79249 17.86091 -0.09497
H 3.17587 17.15447 0.02599
H 3.82566 18.02334 -2.24308
H 3.75507 16.28607 -2.37305
H 5.36381 17.14083 -2.16860
C -0.63449 16.65782 4.68255
F -0.02811 15.42262 4.73054
F -1.98412 16.53527 4.59338
F -0.26202 17.25594 5.82076
S 0.05343 17.55685 3.09125
O -0.33012 19.02376 3.18602
O 1.54662 17.29709 3.09480
O -0.64079 16.89008 1.95317
C -4.99321 15.12396 3.79863
F -4.60634 16.40841 3.81722
F -5.14444 14.68127 5.08713
F -6.14767 15.08584 3.12329
S -3.59154 14.14434 2.89638
O -4.29938 13.35774 1.87352
O -2.76166 15.17669 2.24649
O -2.87723 13.43018 3.90935
C 0.85861 19.42959 -0.78849
F 1.74406 18.95171 0.04453
F -0.12851 19.83616 0.02792
F 1.37310 20.42461 -1.51235
S -0.02054 17.97003 -1.68017
O -0.62125 17.03886 -0.67232
O -1.04117 18.54533 -2.48648
O 1.04356 17.36585 -2.48277
C -2.42797 12.64462 -2.40747
F -2.21878 12.57680 -3.71378
F -3.29213 11.65507 -2.06619
F -1.26038 12.42624 -1.88987
S -3.02202 14.45564 -1.96848
O -2.37500 14.81491 -0.69939
O -2.55546 15.35215 -3.04631
O -4.47777 14.36780 -1.81756